[1]
{
  "formula": "C48H140N8O24Sr",
  "method": "the ωB97M-V functional and the def2-TZVPD basis",
  "species": ["Sr", "O", "O", "O", "O", "O", "O", "O", "O", "O", "O", "O", "O", "O", "O", "O", "O", "O", "O", "O", "O", "O", "O", "O", "O", "N", "N", "N", "N", "N", "N", "N", "N", "C", "C", "C", "C", "C", "C", "C", "C", "C", "C", "C", "C", "C", "C", "C", "C", "C", "C", "C", "C", "C", "C", "C", "C", "C", "C", "C", "C", "C", "C", "C", "C", "C", "C", "C", "C", "C", "C", "C", "C", "C", "C", "C", "C", "C", "C", "C", "C", "H", "H", "H", "H", "H", "H", "H", "H", "H", "H", "H", "H", "H", "H", "H", "H", "H", "H", "H", "H", "H", "H", "H", "H", "H", "H", "H", "H", "H", "H", "H", "H", "H", "H", "H", "H", "H", "H", "H", "H", "H", "H", "H", "H", "H", "H", "H", "H", "H", "H", "H", "H", "H", "H", "H", "H", "H", "H", "H", "H", "H", "H", "H", "H", "H", "H", "H", "H", "H", "H", "H", "H", "H", "H", "H", "H", "H", "H", "H", "H", "H", "H", "H", "H", "H", "H", "H", "H", "H", "H", "H", "H", "H", "H", "H", "H", "H", "H", "H", "H", "H", "H", "H", "H", "H", "H", "H", "H", "H", "H", "H", "H", "H", "H", "H", "H", "H", "H", "H", "H", "H", "H", "H", "H", "H", "H", "H", "H", "H", "H", "H", "H", "H", "H", "H", "H", "H", "H", "H", "H"],
  "coordinates": [[-0.113, -2.244, 0.762], [-3.003, -5.671, -2.826], [1.688, 0.867, -6.119], [-2.332, -3.382, -0.185], [-0.551, -1.504, -3.959], [-0.143, -1.049, -1.377], [-2.700, 0.612, -2.047], [2.957, -2.512, 9.387], [5.202, 3.439, -2.415], [-0.074, 6.547, 2.236], [5.838, 0.448, 2.832], [-2.219, -1.000, 1.807], [1.253, 0.308, 3.541], [4.252, 4.682, 2.212], [-0.090, -1.942, 3.508], [5.293, 7.026, 3.069], [1.819, -2.241, -2.418], [-3.077, -2.695, -5.073], [-2.345, 5.413, -3.295], [-2.687, 3.242, -1.438], [0.796, -0.067, 1.174], [1.280, 3.616, -1.571], [-5.778, 2.636, 2.450], [2.288, -3.280, 1.158], [4.082, -3.838, -2.682], [1.087, -1.466, 6.257], [-0.465, 2.621, -3.806], [0.923, -4.683, -0.772], [-5.585, -6.184, -5.377], [3.757, 2.290, 0.800], [-2.264, 4.565, 1.353], [-4.004, 1.154, 0.678], [-1.202, -4.553, 2.160], [-5.698, -0.054, 1.899], [-5.444, 1.020, 0.799], [0.695, -1.913, -4.541], [5.180, 4.756, -2.936], [-0.089, 1.880, -4.981], [-1.974, -0.330, 3.070], [2.512, 0.923, 3.927], [0.360, 4.672, -1.405], [4.049, 7.004, 2.414], [-0.825, 2.408, -6.244], [4.266, 0.899, -1.173], [1.455, 1.903, -5.189], [-3.195, -2.613, -1.057], [0.027, 7.433, 3.299], [-3.314, -2.209, -6.347], [1.766, -5.430, 0.137], [0.219, 0.755, 0.249], [6.784, 1.512, 2.743], [-3.817, -6.266, -3.819], [2.435, -6.748, -0.349], [-3.810, 4.028, -1.895], [-5.565, -4.434, -3.581], [3.264, -2.351, 1.711], [-3.479, 4.623, -3.231], [3.071, -3.123, 6.358], [-1.801, -5.248, -3.480], [-0.161, 5.215, 2.618], [2.957, -1.893, 10.680], [-4.769, -5.266, -4.589], [5.345, -3.453, -2.180], [3.792, 5.842, 1.474], [-5.890, 4.041, 2.729], [-3.560, 0.043, -3.126], [-2.215, -5.178, 1.401], [-6.149, 2.262, 1.151], [0.456, 0.241, -1.140], [-3.003, -6.320, 2.100], [2.869, -4.437, 0.617], [-1.594, 4.646, 2.660], [-1.309, -1.268, 4.051], [1.923, -2.405, 7.137], [1.890, -1.567, -3.667], [2.943, 0.757, -6.700], [-1.683, 3.372, 3.441], [-3.064, -4.090, 0.807], [2.437, -1.658, 8.411], [4.653, 2.114, -0.322], [4.548, 3.429, -1.120], [3.590, -0.947, 10.706], [-1.544, 5.057, -2.853], [-1.982, -2.041, 4.334], [0.601, 5.141, -0.492], [3.565, -4.916, 1.376], [1.364, -4.337, -1.632], [3.260, -0.933, 8.171], [0.653, -2.062, 5.558], [-5.800, 4.183, 3.842], [-2.640, -2.410, -1.976], [-1.147, -4.906, -2.637], [2.786, -1.801, -4.209], [4.064, 7.855, 1.819], [-1.009, -0.757, 4.936], [-3.916, -4.612, 0.310], [-1.576, -4.007, 2.937], [-5.079, 4.569, 2.191], [2.442, 1.991, 3.817], [0.589, -1.193, 3.499], [-2.553, 2.366, -1.830], [5.691, 2.105, 0.033], [-7.236, 2.123, 1.227], [1.038, 0.281, 2.527], [3.468, -2.593, 11.390], [7.280, 1.687, 3.712], [-1.724, 3.756, 4.514], [-0.816, 2.683, 3.240], [-4.023, 4.712, -1.102], [-1.451, 0.614, 2.799], [-3.161, -1.101, -6.418], [3.742, 0.391, -6.061], [-3.659, 1.331, -0.237], [-4.615, 0.325, -3.018], [5.567, 4.685, -3.956], [1.686, -7.454, -0.711], [-3.304, 3.756, -3.902], [-3.668, 1.869, 1.308], [-6.264, -5.656, -5.940], [-1.659, -5.648, 0.550], [-2.238, 5.360, 3.167], [3.194, 0.946, -1.351], [-0.491, -1.485, -2.951], [-1.921, 3.736, 0.752], [-0.439, -5.147, 2.471], [3.508, 3.663, -1.348], [2.752, -1.548, 2.203], [3.932, 3.895, 1.629], [-1.151, 3.351, -3.980], [-4.922, -4.092, -2.779], [-2.782, -0.407, 1.320], [5.266, -3.173, -1.095], [-6.218, -6.684, -4.743], [-1.903, 2.384, -6.013], [3.486, -4.191, -0.280], [-4.124, -3.159, -1.200], [2.782, 5.875, 1.005], [-4.315, 5.184, -3.601], [-2.166, 5.449, 0.862], [-0.866, 0.715, 0.383], [-2.044, -4.415, -4.179], [1.951, 1.843, -4.185], [4.992, 4.226, -0.540], [2.796, -0.006, -7.544], [4.160, 5.046, -3.125], [3.176, -6.588, -1.120], [-3.525, -3.371, 1.597], [3.788, -2.376, 6.019], [4.534, -0.074, -0.754], [-2.970, -0.011, 3.459], [-2.242, -2.254, -4.805], [-4.527, -6.940, -3.377], [-2.628, -2.626, -7.132], [-6.737, -0.371, 2.053], [-3.750, -5.826, 2.784], [-6.850, 4.342, 2.350], [4.792, 0.940, -2.109], [0.486, 1.854, 0.279], [0.264, 5.188, 3.676], [-3.510, -1.041, -3.135], [-3.165, 0.431, -4.076], [3.416, -3.162, -2.489], [-0.496, 3.443, -6.376], [3.596, -3.864, 6.992], [-0.869, 2.001, -3.086], [0.758, 7.114, 4.025], [-4.651, 3.356, -2.054], [-5.113, -0.890, 1.658], [1.242, -3.221, 7.500], [1.678, -0.741, 5.823], [-2.294, -7.011, 2.670], [3.887, 1.526, 1.434], [3.927, -2.953, 2.397], [1.813, 2.839, -5.665], [2.712, -3.707, 5.513], [1.114, -5.641, 1.023], [3.297, 0.563, 3.301], [-5.358, 0.372, 2.820], [3.223, 1.703, -7.172], [6.189, -0.381, 3.187], [-6.079, -3.532, -3.959], [4.452, 5.963, 0.594], [2.888, 0.608, 4.953], [-3.208, -6.795, -4.609], [0.850, 3.016, -2.203], [-3.338, -1.590, -0.624], [0.407, 5.450, -2.149], [7.507, 1.431, 1.878], [5.947, -2.702, -2.722], [-0.515, 1.863, -7.098], [0.543, -2.972, -4.618], [-0.374, 0.801, -4.736], [2.829, 2.289, 0.552], [5.690, 5.504, -2.331], [0.000, 0.914, -1.790], [-1.414, -6.162, -3.959], [-5.847, 0.617, -0.108], [1.567, -1.191, 8.758], [1.955, -1.653, 11.043], [0.080, -5.144, -1.042], [1.115, -1.767, -1.854], [3.199, 7.070, 3.172], [-2.576, 2.779, 3.239], [-1.926, 0.093, -1.914], [2.977, -7.130, 0.508], [-6.434, -5.028, -3.140], [1.518, 0.275, -1.464], [0.561, 8.337, 2.920], [-4.361, -2.418, -6.574], [0.804, -1.461, -5.561], [-3.582, -6.981, 1.412], [2.003, -0.512, -3.490], [-0.661, 4.265, -1.230], [3.964, -1.934, 0.993], [-0.955, 7.737, 3.711], [0.362, 4.536, 1.928], [5.466, 6.122, 3.323], [-4.224, -4.628, -5.320], [6.021, -4.281, -2.202], [-5.832, 2.995, 0.410], [6.244, 2.433, 2.562]],
  "mulliken_charge": [-0.049, -0.188, -0.206, 1.013, 1.238, -1.565, 2.317, -0.312, -0.460, -0.282, -0.357, 1.631, -0.424, -0.560, 0.146, -0.578, 0.653, -0.161, -0.680, 1.615, 1.620, -0.257, -0.374, 0.776, -0.529, -0.345, 0.030, 0.172, -0.790, 0.408, 0.004, 0.443, 0.182, -1.118, 0.342, -0.881, -0.755, 2.276, 0.905, -0.494, 0.483, -0.655, -1.969, -0.857, -0.393, 0.353, -0.802, -0.791, 0.849, 0.692, -0.474, -1.014, -1.738, -0.501, -0.190, -0.316, -0.561, -1.243, 0.171, -0.118, -0.691, 1.343, -0.553, 0.582, -0.713, -0.276, 0.545, -1.018, 3.802, -1.655, -0.792, 0.332, -2.071, 0.285, -0.214, -0.904, -0.951, -0.715, -0.800, 0.437, -0.143, 0.272, 0.229, 0.769, -0.113, 0.390, -0.012, 0.314, 0.111, 0.215, -0.811, -0.698, 0.833, 0.374, 0.686, 0.398, -0.081, 0.169, 0.167, 0.284, -0.944, 0.292, 0.514, -0.331, 0.248, 0.341, 0.466, -0.005, 0.317, -0.739, 0.236, 0.288, -0.346, 0.367, 0.330, 0.403, 0.102, -0.330, 0.267, -0.117, 0.296, -0.489, -0.801, -0.601, 0.187, -0.117, -0.217, 0.241, -0.007, -0.465, -1.362, 0.075, 0.312, 0.415, -0.237, 0.246, -0.049, 0.498, 0.374, -1.325, 0.074, -0.261, 0.369, 0.252, 0.227, 0.283, -0.009, 0.233, 0.398, 0.396, -0.240, 0.498, 0.290, 0.470, 0.318, 0.393, 0.652, -0.717, 0.488, -0.244, -0.053, 0.221, 0.440, 0.422, -0.386, 0.382, 0.310, -0.093, 0.320, 0.000, 0.331, -0.363, 0.452, 0.663, 0.299, -0.268, -0.046, 0.276, 0.363, 0.252, 0.294, 0.148, 0.197, 0.278, -0.043, -0.903, 0.571, 0.263, 0.280, 0.487, 0.225, -1.392, -0.207, 0.295, -0.747, 0.585, 0.488, 0.454, 0.297, -0.054, 0.079, 0.210, 0.112, -1.663, 0.489, 0.334, -2.026, 0.302, 0.288, 0.333, 0.389, -0.390, -0.812, 0.018, 0.225, -0.435, 0.330, -0.436, 0.299, 0.397, 0.058],
  "homo_ev": -8.554,
  "lumo_ev": 0.2,
  "orbital_gap_ev": 8.73
}

---

[2]
{
  "formula": "CH4N2O4RhS2SbSe4",
  "method": "the ωB97M-V functional and the def2-TZVPD basis",
  "species": ["Sb", "Rh", "Se", "Se", "Se", "Se", "S", "S", "O", "O", "O", "O", "N", "N", "C", "H", "H", "H", "H"],
  "coordinates": [[-0.269, 3.420, -2.022], [0.178, 0.326, -0.673], [-0.712, 0.850, -2.699], [1.564, 2.215, -0.172], [-2.494, 4.435, -1.719], [0.730, 4.460, -4.005], [-1.807, 0.142, 0.536], [2.641, -0.274, 0.254], [3.797, -1.050, 0.601], [1.475, -0.597, 1.101], [2.261, -0.409, -1.165], [3.009, 1.189, 0.526], [-0.810, -1.649, 2.261], [-2.439, -2.425, 0.741], [-1.613, -1.394, 1.172], [-2.011, -3.343, 0.696], [-0.597, -2.630, 2.399], [0.041, -1.087, 2.268], [-2.944, -2.178, -0.101]],
  "mulliken_charge": [0.446, 0.136, -0.451, 0.088, -0.799, -0.768, -0.379, 1.440, -0.681, -0.621, -0.626, -0.493, -0.455, -0.538, 0.492, 0.254, 0.241, 0.435, 0.281],
  "homo_ev": [-0.514, -0.504],
  "lumo_ev": [3.9, 3.6],
  "total_charge": -2,
  "orbital_gap_ev": [4.39, 4.14]
}

---

[3]
{
  "formula": "H22NO9",
  "method": "the ωB97M-V functional and the def2-TZVPD basis",
  "species": ["O", "O", "O", "O", "O", "O", "O", "O", "O", "N", "H", "H", "H", "H", "H", "H", "H", "H", "H", "H", "H", "H", "H", "H", "H", "H", "H", "H", "H", "H", "H", "H"],
  "coordinates": [[-0.372, 2.466, 1.829], [-2.744, -0.525, -1.689], [-2.170, 1.929, -0.762], [-2.232, -0.251, 1.855], [-0.392, -2.253, -1.967], [3.176, -1.385, -1.572], [-0.207, -1.888, 2.884], [1.072, 0.882, -3.091], [3.402, 0.127, 1.615], [0.562, 0.061, -0.053], [-1.130, -1.738, -1.809], [-1.293, 2.391, 2.245], [3.413, 0.864, 2.237], [0.388, 1.315, -3.605], [-1.600, -0.895, 2.290], [-0.766, -2.650, 2.758], [0.954, -0.278, 0.739], [-0.341, 0.162, -0.136], [0.861, 1.074, -0.267], [3.791, -1.730, -1.036], [0.018, 2.787, 2.591], [3.816, 0.523, 0.955], [2.747, -2.282, -1.686], [-2.864, 0.446, -1.332], [0.158, -2.063, 3.769], [0.855, -0.530, -0.910], [-2.968, 2.309, -0.382], [0.090, -1.952, -2.951], [-3.010, -0.141, 2.499], [-1.571, 2.748, -0.697], [1.835, 1.472, -2.961], [-3.478, -0.996, -1.359]],
  "mulliken_charge": [-0.520, -0.652, -0.665, -0.607, -0.678, -0.584, -0.667, -0.574, -0.586, -0.204, 0.327, 0.325, 0.310, 0.299, 0.371, 0.333, 0.340, 0.157, 0.349, 0.283, 0.237, 0.278, 0.321, 0.349, 0.311, 0.286, 0.297, 0.367, 0.302, 0.290, 0.304, 0.302],
  "homo_ev": -13.949,
  "relative_energy_kcal_mol": 90.00,
  "lumo_ev": -2.9,
  "total_charge": 1,
  "orbital_gap_ev": 11.09
}